Entry from OMol25: C7H9NO3S in the gas phase at a distorted geometry (ωB97M-V/def2-TZVPD).

```
! RIJCOSX wB97M-V def2-TZVPD def2/J DEFGRID3
* xyz 0 3
C -0.09418 0.17623 1.88214
C 0.94152 1.00872 1.42465
C 0.66745 2.02341 0.62039
C 0.18190 -1.18491 1.42512
C 2.12222 0.12571 1.01746
C 1.25093 -0.88449 0.27080
C -2.30578 0.77018 -2.12559
N 0.75130 -0.17951 -0.83042
O 0.43915 2.97299 0.00917
O -0.50877 -2.31709 -1.21548
O -1.77795 -0.13856 -1.20386
S -0.36711 -0.97269 -1.74581
H -1.08222 0.54108 2.10434
H 0.69849 -1.83152 2.13327
H -0.73221 -1.67784 1.08976
H 2.82812 0.63218 0.36747
H 2.62289 -0.28240 1.89317
H 1.71982 -1.83034 -0.02182
H -3.03379 0.27451 -2.77782
H -1.51458 1.20697 -2.74276
H -2.80719 1.56739 -1.57418
*
```

Summary:
electronic energy: -25866.8527 eV
HOMO level (spin up / spin down): -6.83 / -9.33 eV

Entry from OMol25: 2 unconnected molecules or ions with the total composition C13H11Cl4O6 at a distorted geometry (ωB97M-V/def2-TZVPD).

```
! RIJCOSX wB97M-V def2-TZVPD def2/J DEFGRID3
* xyz -1 1
Cl -0.98030 2.88175 4.69427
C -1.04652 2.45838 3.03971
C -2.09664 1.77549 2.50432
Cl -3.44831 1.33027 3.45205
C -2.16043 1.42411 1.05736
O -3.14920 0.88409 0.56560
C -0.98092 1.80781 0.23007
Cl -1.15020 1.59354 -1.45467
C 0.08016 2.46491 0.76864
Cl 1.45111 2.88440 -0.14654
C 0.11933 2.87110 2.20968
O 1.03421 3.55215 2.66327
H 1.03785 -0.18190 -1.44121
C 0.46484 -0.85517 -0.81680
C 0.97397 -1.21998 0.46751
O 0.43529 -1.84381 1.37413
O 2.25279 -0.73374 0.60825
C 2.87614 -1.27770 1.77802
C 4.28153 -0.73278 1.85089
C -0.72312 -1.45766 -1.35070
O -1.57629 -2.13873 -0.79310
O -0.83280 -1.14956 -2.68554
C -2.09731 -1.56012 -3.21248
C -2.18698 -1.03099 -4.62322
H 2.29833 -1.00104 2.67257
H 2.89190 -2.37561 1.69374
H 4.72346 -1.02376 2.80443
H 4.90007 -1.16714 1.05382
H 4.31632 0.36367 1.78639
H -2.13211 -2.65949 -3.19999
H -2.91244 -1.16572 -2.58704
H -3.13134 -1.34727 -5.06813
H -2.15883 0.06754 -4.65551
H -1.37354 -1.43704 -5.23979
*
```

Summary:
electronic energy: -76034.6824 eV
HOMO level: -3.51 eV

Entry from OMol25: 2 unconnected molecules or ions with the total composition C4H10N2OS at a distorted geometry (ωB97M-V/def2-TZVPD).

```
! RIJCOSX wB97M-V def2-TZVPD def2/J DEFGRID3
* xyz 0 1
N 0.55817 1.74725 -1.30808
C 0.11352 0.68999 -0.45602
C 1.24077 -0.20792 -0.00634
S 1.37207 -1.67691 -1.02377
C -0.92644 0.99404 0.62246
N -1.43664 0.06649 1.45062
C -1.18373 -1.37190 1.39163
O -1.44715 2.09623 0.42989
H 1.22921 1.46465 -2.00410
H -0.24397 2.24364 -1.66344
H -0.55456 0.12392 -1.25200
H 2.17896 0.35198 -0.02286
H 1.21185 -0.36370 1.06890
H -0.61290 -0.85194 -1.55044
H -2.32762 0.36444 1.82089
H -1.96903 -1.85706 1.98096
H -0.18922 -1.55523 1.80499
H -1.18318 -1.81617 0.39361
*
```

Summary:
electronic energy: -20169.2649 eV
HOMO level: -8.33 eV

Entry from OMol25: C6H4O2 in the gas phase at a distorted geometry (ωB97M-V/def2-TZVPD).

```
! RIJCOSX wB97M-V def2-TZVPD def2/J DEFGRID3
* xyz 0 1
C 2.35062 -1.53268 0.20516
C 1.41950 -0.84026 0.02390
C 0.20599 -0.08555 -0.20893
C -0.46507 -0.74214 -1.22777
O -0.00375 -1.78952 -1.81590
C -0.15958 0.98391 0.58331
C -1.47984 1.64916 0.65332
O -2.41575 1.16645 0.01542
H 3.22149 -2.24640 0.62935
H -1.62574 -0.51643 -1.21069
H 0.60521 1.37069 1.19387
H -1.65308 2.58278 1.15897
*
```

Summary:
electronic energy: -10376.7538 eV
HOMO level: -9.88 eV
SMILES: C#C/C(C=O)=C/C=O

Entry from OMol25: 3 unconnected molecules or ions with the total composition C4H10FN at a distorted geometry (ωB97M-V/def2-TZVPD).

```
! RIJCOSX wB97M-V def2-TZVPD def2/J DEFGRID3
* xyz 0 1
C -2.35060 -0.33755 -0.19959
C -0.84836 -0.69204 0.04913
C 0.06225 0.40384 0.57808
C 1.45265 -0.37108 0.55453
H -2.81399 -0.73744 0.78066
H -2.70680 0.66762 -0.47313
H -2.75049 -1.21446 -0.85473
H -0.32088 -1.18424 -0.95574
H -0.93282 -1.50436 0.90946
H -0.05262 0.35882 1.68176
H -0.56967 1.32014 -1.49728
H 1.14072 2.22174 -0.10511
H 1.23451 -1.42186 1.20363
H 2.44392 0.15941 0.78957
N -0.15738 1.74973 -0.06991
F 1.83712 -0.54806 -0.76474
*
```

Summary:
electronic energy: -8511.7273 eV
HOMO level: -9.81 eV

Entry from OMol25: a gas-phase ion, C28H43OSi (charge +1) at a distorted geometry (ωB97M-V/def2-TZVPD).

```
! RIJCOSX wB97M-V def2-TZVPD def2/J DEFGRID3
* xyz 1 1
C -2.33779 1.81562 1.87085
C -2.35959 1.44749 0.45032
C -2.05636 0.12292 0.00739
O -2.73345 2.34376 -0.48749
Si -3.54406 3.84023 -0.50561
C -2.31709 5.27701 -0.41225
C -4.56979 3.94451 -2.05338
C -4.76373 4.25161 0.87264
H -1.79869 0.91396 2.34920
H -1.73546 2.78912 1.97531
H -3.36086 1.92393 2.41758
H -2.47651 -0.03279 -1.07081
H -2.50346 -0.67826 0.69299
H -2.90532 6.22140 -0.50554
H -1.78668 5.30966 0.55080
H -1.56984 5.23301 -1.22710
H -4.97286 4.97485 -2.09034
H -3.97410 3.76947 -2.96161
H -5.42372 3.24769 -2.04329
H -5.39674 5.03147 0.37754
H -5.39939 3.39653 1.18405
H -4.23305 4.70047 1.74899
C 6.55456 -0.13332 -0.85899
C 5.12599 -0.02806 -0.42040
C 4.66729 -0.69853 0.72184
C 3.37415 -0.52261 1.19082
C 3.03981 -1.29680 2.45904
C 2.49449 0.35736 0.52083
C 1.09748 0.63816 1.08209
C 1.16295 1.44804 2.36166
C 0.27715 -0.66720 1.20164
C -0.53780 -0.93017 -0.03900
C -0.72963 -2.32285 -0.43524
C -0.31462 -2.72778 -1.74695
C 0.38758 -1.77828 -2.69802
C -0.29342 -4.07164 -2.09524
C -0.81699 -5.02152 -1.21805
C -0.88500 -6.45265 -1.68687
C -1.16791 -4.66368 0.08589
C -1.19978 -3.32375 0.48583
C -1.50805 -3.00720 1.91280
C 2.93048 0.99490 -0.66331
C 2.02055 1.92738 -1.41786
C 4.23762 0.81107 -1.09309
H 6.72230 0.45953 -1.76069
H 7.24654 0.23362 -0.09111
H 6.82653 -1.17110 -1.06773
H 5.34118 -1.36749 1.28099
H 2.27947 -0.84046 3.09924
H 2.72196 -2.33648 2.26262
H 3.94993 -1.39469 3.07531
H 0.54973 1.24967 0.35795
H 1.76402 2.34925 2.19145
H 0.17039 1.79582 2.66444
H 1.62504 0.91734 3.19348
H 1.01406 -1.49706 1.42420
H -0.42690 -0.63552 2.08715
H -0.27516 -0.26251 -0.91041
H 0.89356 -2.35554 -3.49660
H -0.30409 -1.10442 -3.23201
H 1.15859 -1.17339 -2.18730
H 0.08634 -4.40140 -3.06822
H -1.26371 -7.12415 -0.89429
H -1.53177 -6.59293 -2.57971
H 0.13438 -6.79479 -1.97262
H -1.48427 -5.43740 0.78945
H -1.99931 -3.85678 2.39908
H -0.60817 -2.79200 2.50303
H -2.19608 -2.17716 2.06001
H 2.54326 2.35626 -2.28769
H 1.11648 1.44927 -1.83438
H 1.67360 2.77654 -0.80520
H 4.57372 1.35345 -1.99008
*
```

Summary:
electronic energy: -39652.9919 eV
HOMO level: -10.84 eV

Entry from OMol25: a molecular structure, C57H59N4OP2RuS2 at a distorted geometry (ωB97M-V/def2-TZVPD).

```
! RIJCOSX wB97M-V def2-TZVPD def2/J DEFGRID3
* xyz 2 2
Ru -0.26211 -0.11038 -0.42845
C 0.17277 2.58169 -0.47431
C 1.02732 1.61349 -1.10184
C 2.07284 1.33564 -0.17379
C 1.80874 2.05396 1.03194
C 0.65577 2.80344 0.85395
C 0.10058 3.80710 1.80593
C 2.73079 2.09057 2.20426
C 3.38451 0.67984 -0.44035
C 1.01967 1.30273 -2.57284
C -0.75523 3.53015 -1.14886
H 0.55620 4.78370 1.61465
H 0.31741 3.54342 2.84095
H -0.97560 3.93090 1.68757
H 3.58382 2.74029 1.98719
H 3.12332 1.09528 2.42513
H 2.23903 2.48306 3.09332
H 4.18833 1.38175 -0.20438
H 3.48450 0.39432 -1.48167
H 3.53086 -0.19870 0.19487
H 1.98059 0.91290 -2.90247
H 0.78516 2.19711 -3.15038
H 0.25178 0.53962 -2.82817
H -0.25875 4.50296 -1.22982
H -1.66540 3.68831 -0.57251
H -1.02474 3.20434 -2.14629
C -4.57616 -5.60201 -2.50323
C -3.69940 -4.39717 -2.86589
C -3.67740 -4.20089 -4.39775
C -2.26380 -4.60626 -2.40860
C -1.61380 -5.82378 -2.56218
C -0.26848 -5.97686 -2.26228
C 0.46814 -4.89254 -1.82664
C -0.15361 -3.66077 -1.65509
P 0.85164 -2.20624 -1.16143
C 1.94720 -2.11872 -2.61841
C 3.26312 -1.66554 -2.53412
C 4.04458 -1.54674 -3.67266
C 3.52210 -1.87923 -4.91358
C 2.20855 -2.31675 -5.00967
C 1.42044 -2.42233 -3.87543
C 1.76551 -3.01599 0.20763
C 0.96078 -3.32998 1.30452
C 1.48622 -3.98179 2.40606
C 2.83028 -4.34159 2.42008
C 3.63399 -4.04386 1.33093
C 3.10688 -3.38147 0.22750
C -1.51023 -3.53977 -1.92685
O -2.03996 -2.30406 -1.69217
C -3.39911 -2.16014 -1.71690
C -3.87115 -0.96385 -1.19215
C -5.23191 -0.68190 -1.25627
C -6.09821 -1.61154 -1.79726
C -5.60802 -2.81562 -2.28066
C -4.25396 -3.12074 -2.24955
P -2.70428 0.27941 -0.51361
C -3.26226 1.59944 -1.63820
C -4.09778 2.64503 -1.27278
C -4.53960 3.53716 -2.24092
C -4.15001 3.39186 -3.56328
C -3.31794 2.34062 -3.93212
C -2.87562 1.44959 -2.97135
C -3.42783 0.64677 1.11651
C -4.36774 -0.18405 1.72440
C -4.83877 0.11257 2.99377
C -4.35656 1.21747 3.67978
C -3.38903 2.02447 3.09708
C -2.92625 1.73749 1.82470
H -4.21962 -6.50496 -2.99466
H -5.60176 -5.44727 -2.82993
H -4.57581 -5.76583 -1.42525
H -3.24880 -5.07624 -4.88755
H -3.07782 -3.32789 -4.66264
H -4.69037 -4.04617 -4.77119
H -2.16007 -6.67880 -2.93519
H 0.20808 -6.93920 -2.38894
H 1.52547 -4.99474 -1.61873
H 3.68594 -1.41040 -1.57477
H 5.06347 -1.19213 -3.58556
H 4.13482 -1.79828 -5.80112
H 1.79512 -2.57757 -5.97476
H 0.39206 -2.74728 -3.97290
H -0.09229 -3.08005 1.28062
H 0.84532 -4.23312 3.24224
H 3.24285 -4.86941 3.27061
H 4.67349 -4.34486 1.32396
H 3.75253 -3.18413 -0.61483
H -5.60556 0.26146 -0.88114
H -7.15651 -1.39713 -1.85493
H -6.30604 -3.51822 -2.71408
H -4.40863 2.75810 -0.24112
H -5.19300 4.35179 -1.95735
H -4.50401 4.08850 -4.31115
H -3.02491 2.21616 -4.96627
H -2.24219 0.61282 -3.25369
H -4.72518 -1.07072 1.22167
H -5.58679 -0.52458 3.44796
H -4.72217 1.44043 4.67352
H -2.99838 2.87603 3.63905
H -2.14794 2.34603 1.37764
N 3.18699 -1.61027 3.25516
C 2.74542 -0.58256 3.94486
S 0.05546 -0.12714 2.00684
N 3.52024 0.25278 4.58778
C 3.06811 1.34940 5.38086
C 3.91833 1.82592 6.36927
C 3.52152 2.88572 7.16755
C 2.28096 3.47381 6.96947
C 1.44415 3.00027 5.96911
C 1.82681 1.93537 5.16905
H 2.51980 -2.21689 2.79420
H 4.16139 -1.86633 3.21526
H 4.52264 0.11042 4.59420
H 4.89090 1.36968 6.51734
H 4.17609 3.25546 7.94437
H 1.97323 4.30781 7.58481
H 0.48575 3.47561 5.80723
H 1.17087 1.57894 4.38253
N -2.00416 -2.38112 4.94108
C -1.06897 -1.60537 4.34638
N -0.01725 -1.07982 4.83887
S -1.41552 -1.38751 2.61068
H -1.94588 -2.60546 5.91898
H -2.82498 -2.66565 4.43659
H 0.10837 -1.23573 5.83727
H 1.64984 -0.46165 4.01597
*
```

Summary:
electronic energy: -110892.7095 eV
HOMO level (spin up / spin down): -11.64 / -11.58 eV

Entry from OMol25: a molecular structure, C30H35N3O4ReS4Si (ωB97M-V/def2-TZVPD).

```
! RIJCOSX wB97M-V def2-TZVPD def2/J DEFGRID3
* xyz 0 4
Re 0.65521 0.34732 -0.08011
S -0.76229 1.94984 -1.11116
C -2.39686 1.37111 -0.77182
C -3.48908 2.20288 -1.06157
C -4.78953 1.77578 -0.87149
C -5.05830 0.49184 -0.39698
C -3.99822 -0.34847 -0.11703
C -2.68825 0.10310 -0.27925
S -1.34393 -1.00946 0.06464
C -1.40159 -1.05994 1.86593
C -0.84190 0.15986 2.54889
C -1.08633 0.29918 3.91408
C -0.52594 1.36367 4.59135
C 0.17671 2.30284 3.86919
C 0.31878 2.17374 2.47877
C 0.83289 3.25588 1.75017
S 2.67127 1.61099 -0.12126
C 3.91019 0.36260 0.00798
C 5.22525 0.64207 -0.37474
C 6.18309 -0.35829 -0.41861
C 5.86171 -1.67411 -0.08725
C 4.57860 -1.96099 0.34580
C 3.63086 -0.94276 0.41859
S 2.04627 -1.25768 1.15969
N -0.11347 1.02577 1.84316
H -3.28887 3.19735 -1.44478
H -5.60887 2.44493 -1.10678
H -6.07712 0.15185 -0.26473
H -4.17782 -1.36063 0.23146
H -0.85752 -1.95804 2.16866
H -2.44313 -1.18514 2.15978
H -1.68822 -0.44179 4.42312
H -0.65311 1.46539 5.66157
H 0.59933 3.18012 4.34147
H 1.22099 4.10778 2.29263
H 0.77591 3.30493 0.67660
H 5.47079 1.65225 -0.68250
H 7.18876 -0.11676 -0.74303
H 6.60256 -2.45966 -0.15965
H 4.30013 -2.97148 0.62095
C 4.91199 -0.18682 3.58687
Si 3.22421 -0.87066 3.88178
C 3.25363 -2.71050 4.10994
C 2.47286 -0.08113 5.37679
O 2.22368 -0.43437 2.59098
H 5.47522 -0.14109 4.52557
H 4.84602 0.82588 3.17756
H 5.47384 -0.80007 2.87714
H 4.05798 -2.99108 4.79700
H 3.42204 -3.23633 3.16892
H 2.30910 -3.07153 4.52844
H 2.96531 -0.46391 6.27663
H 1.40560 -0.31136 5.44654
H 2.59216 1.00656 5.36282
C 5.06519 -0.71286 -4.76244
C 4.00718 -0.28890 -3.74786
C 2.52938 -0.58205 -4.15669
C 2.18999 0.01217 -5.52130
C 0.73093 -0.19144 -5.91820
C 2.38353 -2.08242 -4.18568
O 2.67532 -2.77778 -5.13557
N 1.95684 -2.64206 -3.00511
C 1.53839 -1.96695 -1.86296
O 1.32657 -2.62667 -0.85073
N 1.35268 -0.61591 -1.90030
C 1.69967 0.10372 -3.05535
O 1.44280 1.27446 -3.18380
H 6.05634 -0.61747 -4.31435
H 5.04429 -0.08331 -5.65322
H 4.93532 -1.74746 -5.08052
H 4.06107 0.78652 -3.56743
H 4.19978 -0.77510 -2.78714
H 2.84057 -0.45724 -6.25806
H 2.42361 1.07570 -5.48464
H 0.49212 -1.25418 -6.00550
H 0.52607 0.26981 -6.88522
H 0.05672 0.26217 -5.18884
H 1.97006 -3.64771 -2.92930
*
```

Summary:
electronic energy: -97692.2528 eV
HOMO level (spin up / spin down): -6.97 / -7.32 eV

Entry from OMol25: a molecular structure, C5H8 (ωB97M-V/def2-TZVPD).

```
! RIJCOSX wB97M-V def2-TZVPD def2/J DEFGRID3
* xyz 0 1
C -0.10282 -0.61541 0.81812
C -1.18487 -0.15929 -0.15518
C -0.60896 1.07641 -0.80557
C 0.68059 1.37867 -0.82749
C 1.23592 -0.36074 0.16812
H -0.20518 -1.67906 1.06637
H -0.17257 -0.04516 1.75146
H -1.37283 -0.92597 -0.92144
H -2.14119 0.03757 0.34535
H -1.28096 1.76344 -1.31910
H 1.60834 0.88799 -0.32437
H 1.46804 -1.02637 -0.66780
H 2.07648 -0.33207 0.87152
*
```

Summary:
electronic energy: -5310.4028 eV
HOMO level: -8.63 eV

Entry from OMol25: 2 unconnected molecules or ions with the total composition C5H16NSi at a distorted geometry (ωB97M-V/def2-TZVPD).

```
! RIJCOSX wB97M-V def2-TZVPD def2/J DEFGRID3
* xyz 1 1
C -2.79505 0.31293 0.47443
C 1.60297 -1.56867 1.02478
C 0.80460 -1.38295 -1.25467
C -2.68198 1.59683 -0.34244
C 1.15347 0.64419 0.08518
N 0.78657 -0.77564 0.09364
Si 2.76507 1.38326 0.05151
H -1.94616 0.19766 1.15210
H -2.86129 -0.55531 -0.17794
H -3.69269 0.34045 1.08504
H 1.25134 -2.59831 1.05786
H 2.63971 -1.55945 0.69619
H 1.55016 -1.13832 2.02432
H 0.42678 -2.40498 -1.21810
H 0.18353 -0.80013 -1.93343
H 1.82419 -1.38728 -1.63358
H -2.58785 2.45895 0.31137
H -3.57138 1.72951 -0.95156
H 0.29941 1.28097 -0.10012
H -0.18874 -0.80599 0.42280
H -1.82142 1.57318 -1.01010
H 3.99944 0.63201 0.14406
H 2.85932 2.82711 -0.00133
*
```

Summary:
electronic energy: -14803.4014 eV
HOMO level: -13.25 eV